[1]
Computed, not measured: a cluster of 2 separate species, C2H5P in total at a distorted geometry, with the ωB97M-V functional and the def2-TZVPD basis.

Output
* HOMO level (alpha / beta): -8.8 / -8.8 eV
* multiplicity: 1
* max |F|: 5.918 eV/Å
* LUMO (alpha / beta): -0.53 / -0.57 eV
* HOMO-LUMO gap (alpha / beta): 8.242 / 8.242 eV

Each line ends with the natural charge from an NBO analysis.
Atoms and positions in Å:
1 C -0.45543 -0.03148 0.12428  -0.17
2 C -1.70723 0.53434 0.14849  -0.49
3 P 2.18324 0.22886 0.09029  0.13
4 H 2.31349 0.06578 -1.33474  -0.02
5 H -0.10939 -1.02518 0.01406  0.16
6 H -2.48535 -0.13042 0.30718  0.21
7 H -1.71780 1.54966 0.39424  0.21
8 H 1.97847 -1.19156 0.25620  -0.04

Forces on atoms 1 to 3 (eV/Å):
C 0.1 1.3 -0.6
C 5.8 -1.2 0.5
P -2.6 -0.3 -0.2


[2]
Computed, not measured: a cluster of 7 separate species, C37H88O10PS7 in total at a distorted geometry, with the ωB97M-V functional and the def2-TZVPD basis.

Output
* HOMO level: -8.7 eV
* multiplicity: 1
* max |F|: 3.108 eV/Å
* LUMO: -1.70 eV
* charge: +1
* HOMO-LUMO gap: 6.971 eV

Each line ends with the Mulliken charge.
Atoms and positions in Å:
1 C -0.29888 -5.67888 1.71336  -1.16
2 C -1.46408 -4.68344 1.50293  0.22
3 O -2.15731 -4.32641 2.69832  -0.51
4 P -1.37075 -3.19577 3.57983  1.23
5 O 0.01494 -3.59980 3.93687  -0.73
6 C -1.18655 -1.59833 2.64899  1.02
7 C -2.52642 -0.85670 2.45567  -1.30
8 S -2.38308 0.97876 2.56755  -0.03
9 C -1.32149 1.63028 1.22590  -0.83
10 C -0.82842 0.59357 0.18474  -1.08
11 C -1.92318 -0.07514 -0.71022  -0.26
12 C -1.23722 -0.35472 -2.10063  -1.02
13 C -1.80579 0.48617 -3.29539  -0.81
14 C -0.62594 0.80548 -4.25768  -0.32
15 C -0.66600 -0.09957 -5.50065  -1.09
16 C -0.50835 -1.61884 -5.16499  -0.30
17 O 0.57313 -1.90707 -4.30602  -0.20
18 C 1.79710 -1.54362 -4.89659  -0.81
19 C -1.62793 1.18664 4.25538  -0.29
20 C -0.39979 2.11408 4.35993  -1.09
21 C 0.93053 1.30855 4.41288  1.21
22 C 1.95090 2.15521 5.20733  -1.64
23 C 1.51577 1.01257 3.01903  0.33
24 C 2.76951 0.09135 3.06547  -0.32
25 C 3.71980 0.55077 1.95604  -1.07
26 C 4.99391 0.05908 1.72330  0.73
27 C 6.17419 0.97971 2.05576  -1.19
28 C 5.29843 -1.32699 1.16944  -1.32
29 O -2.30788 -2.87558 4.87600  -0.49
30 C -1.83570 -3.58229 6.04754  -0.59
31 C -0.91871 -2.60410 6.84460  -0.03
32 H 0.66477 -5.17593 1.63817  0.30
33 H -0.35750 -6.10729 2.71179  0.24
34 H -0.34737 -6.45238 0.94795  0.37
35 H -2.20036 -5.18792 0.87537  0.42
36 H -1.11191 -3.83291 0.91204  -0.12
37 H -0.71405 -1.89670 1.71398  0.45
38 H -0.46725 -1.03892 3.24587  -1.32
39 H -3.09998 -1.16647 1.58898  0.44
40 H -3.14846 -1.10167 3.32569  0.82
41 H -1.94305 2.34551 0.68246  0.93
42 H -0.45510 2.19509 1.56721  0.46
43 H -0.19582 1.16304 -0.50428  1.01
44 H -0.18518 -0.18137 0.59503  -0.01
45 H -2.12847 -1.07303 -0.31119  -0.02
46 H -2.82248 0.52576 -0.83784  0.54
47 H -0.15259 -0.28301 -2.00471  0.52
48 H -1.42608 -1.40476 -2.35138  0.26
49 H -2.54816 -0.14490 -3.78714  0.37
50 H -2.27293 1.38018 -2.87808  0.48
51 H 0.34430 0.64498 -3.77427  0.26
52 H -0.67762 1.86968 -4.48940  0.07
53 H 0.15963 0.16855 -6.16592  0.42
54 H -1.60054 0.11088 -6.02865  0.47
55 H -0.42153 -2.23254 -6.08666  0.40
56 H -1.43631 -1.92367 -4.66418  0.24
57 H 1.88875 -1.88010 -5.93327  0.29
58 H 2.58627 -2.02484 -4.31496  0.28
59 H 1.96129 -0.46370 -4.81482  0.28
60 H -1.47862 0.20573 4.71016  -0.06
61 H -2.42731 1.64780 4.84142  0.74
62 H -0.36621 2.93974 3.65049  0.16
63 H -0.46522 2.58137 5.34975  0.64
64 H 0.74639 0.34724 4.90885  -0.12
65 H 2.97212 1.79783 5.06058  0.40
66 H 1.77545 2.11174 6.28301  0.47
67 H 1.93518 3.17752 4.82358  0.35
68 H 1.75267 1.93973 2.48919  0.75
69 H 0.76235 0.45894 2.45215  -1.41
70 H 3.22827 0.03337 4.04685  0.56
71 H 2.42569 -0.92223 2.79261  0.32
72 H 3.36792 1.33129 1.27608  0.39
73 H 6.46427 0.71613 3.07108  0.27
74 H 5.83828 2.01280 1.97386  0.36
75 H 6.97411 0.76874 1.34006  0.37
76 H 4.40875 -1.86409 0.86279  0.34
77 H 5.87765 -1.87832 1.92458  0.32
78 H 5.96388 -1.19203 0.31520  0.39
79 H -1.34541 -4.52622 5.82420  0.37
80 H -2.70877 -3.82789 6.65349  0.42
81 H -1.42254 -2.31877 7.76457  0.40
82 H 0.05944 -3.02900 7.06280  -0.14
83 H -0.73570 -1.73828 6.20429  -0.25
84 C -2.23841 -7.16500 -4.12045  -1.02
85 S -1.99537 -5.44080 -4.58216  0.59
86 O -2.47463 -5.28627 -5.98409  -0.63
87 C -0.19736 -5.50991 -4.63387  -0.69
88 H -3.30796 -7.35709 -4.06782  0.34
89 H -1.78797 -7.81520 -4.87011  0.31
90 H -1.78842 -7.34567 -3.14413  0.35
91 H 0.12175 -6.26784 -5.34951  0.40
92 H 0.18505 -5.74297 -3.63993  0.33
93 H 0.17277 -4.53410 -4.94476  0.01
94 C -2.97463 5.74938 1.18448  -0.68
95 S -2.43030 4.97949 2.70529  0.30
96 O -1.75338 3.69941 2.32519  -0.56
97 C -4.07250 4.55121 3.30900  -1.02
98 H -2.09619 6.06260 0.62163  0.03
99 H -3.54586 5.02793 0.59934  0.31
100 H -3.58887 6.62148 1.41052  0.46
101 H -4.57983 3.91672 2.58079  0.29
102 H -4.64480 5.46234 3.47833  0.45
103 H -3.96293 4.01274 4.24880  0.32
104 C -0.68117 -1.93442 -10.79716  -1.03
105 S -0.94860 -1.63244 -9.04242  0.56
106 O 0.22818 -2.17114 -8.30018  -0.60
107 C -2.29120 -2.81824 -8.85763  -0.93
108 H 0.15240 -1.31801 -11.12689  0.34
109 H -0.44375 -2.98571 -10.95888  0.31
110 H -1.57790 -1.65985 -11.35227  0.38
111 H -1.94660 -3.81339 -9.13696  0.30
112 H -3.12827 -2.51707 -9.48771  0.46
113 H -2.60461 -2.82289 -7.81519  0.24
114 C -1.11547 5.72901 -4.07730  -0.97
115 S -1.64678 5.03644 -5.64264  0.31
116 O -1.39239 3.57111 -5.54032  -0.52
117 C -0.34108 5.73441 -6.66799  -0.99
118 H -1.78707 5.37672 -3.29873  0.28
119 H -0.09946 5.40261 -3.85357  0.26
120 H -1.16111 6.81672 -4.12822  0.54
121 H 0.63235 5.41836 -6.29231  0.29
122 H -0.41553 6.82190 -6.65877  0.38
123 H -0.47406 5.37088 -7.68442  0.34
124 C 4.43782 -2.78334 8.33741  -1.00
125 S 2.85629 -3.26724 7.62575  0.64
126 O 1.81332 -2.39647 8.23769  -0.62
127 C 2.76663 -4.86798 8.44525  -0.96
128 H 4.67696 -1.78132 7.98788  0.31
129 H 4.36917 -2.78333 9.42506  0.32
130 H 5.21085 -3.47715 8.00759  0.37
131 H 2.80625 -4.73239 9.52596  0.32
132 H 3.59525 -5.49240 8.11203  0.37
133 H 1.82494 -5.33909 8.17157  0.29
134 C 1.09037 7.87892 -2.12186  -0.96
135 S 0.87505 6.56356 -0.91085  0.50
136 O -0.57689 6.20326 -0.90855  -0.55
137 C 1.20470 7.60429 0.52014  -1.00
138 H 0.89989 7.46921 -3.10970  0.25
139 H 0.38653 8.68662 -1.91994  0.32
140 H 2.11399 8.24940 -2.07468  0.41
141 H 0.49649 8.43271 0.54553  0.32
142 H 2.22534 7.98158 0.46598  0.42
143 H 1.08936 6.99799 1.41665  0.30

Forces on atoms 1 to 3 (eV/Å):
C -0.1 0.6 0.1
C 0.5 -1.5 -1.1
O 0.3 2.0 1.0


[3]
Computed, not measured: the ion C9H13N2 with charge +1 at a distorted geometry, with the ωB97M-V functional and the def2-TZVPD basis.

Output
* HOMO level (alpha / beta): -10.0 / -13.8 eV
* multiplicity: 3
* max |F|: 5.763 eV/Å
* LUMO (alpha / beta): -3.00 / -6.48 eV
* charge: +1
* HOMO-LUMO gap (alpha / beta): 6.952 / 7.302 eV

Each line ends with the natural charge from an NBO analysis.
Atoms and positions in Å:
1 C 0.45965 -1.63394 0.37555  -0.34
2 C 1.14769 0.15113 -1.17465  0.00
3 C -0.47430 -0.95287 1.15034  0.00
4 C 1.29110 -1.13240 -0.62119  0.21
5 C -0.62929 0.35363 0.74492  0.45
6 C -0.35644 2.18465 -0.33043  0.16
7 C -1.33030 -1.51377 2.27746  -0.65
8 C 2.41422 -2.05144 -1.12948  -0.63
9 C -1.34140 2.77612 -1.22092  -0.65
10 N 0.21879 0.89417 -0.68201  -0.33
11 N -0.98334 1.59790 0.91136  -0.53
12 H 0.57709 -2.70329 0.47991  0.23
13 H 1.93502 0.42672 -1.89023  0.24
14 H 0.36903 2.86331 0.14941  0.22
15 H -1.43375 -0.83761 3.05967  0.24
16 H -0.94605 -2.56554 2.54090  0.26
17 H -2.34511 -1.83148 2.08914  0.26
18 H 2.98019 -1.50941 -1.85822  0.22
19 H 2.01968 -2.91347 -1.48574  0.24
20 H 3.10699 -2.24691 -0.38809  0.25
21 H -1.03809 2.66508 -2.21329  0.25
22 H -1.45756 3.85147 -0.98912  0.25
23 H -2.33430 2.19613 -1.12012  0.23
24 H -1.84951 1.93183 1.32482  0.44

Forces on atoms 1 to 3 (eV/Å):
C -0.6 -2.0 0.9
C 2.8 -1.0 -0.9
C -1.2 0.5 0.0


[4]
Computed, not measured: a structure of composition C37H42CaCl2N6O6SSi at a distorted geometry, with the ωB97M-V functional and the def2-TZVPD basis.

Output
* HOMO level: -1.7 eV
* multiplicity: 1
* max |F|: 1.700 eV/Å
* LUMO: 3.51 eV
* charge: -2
* HOMO-LUMO gap: 5.259 eV

Each line ends with the Mulliken charge.
Atoms and positions in Å:
1 Ca 0.41577 0.96191 -0.40695  1.73
2 O 4.13332 -0.16284 -5.56483  -0.69
3 C 3.60750 0.13294 -4.50856  0.28
4 C 3.13432 -0.81698 -3.42773  0.20
5 O 3.53297 -1.94922 -3.16663  -0.74
6 C 2.07347 -0.09748 -2.71653  0.68
7 C 2.24697 1.28824 -2.88622  0.77
8 O 1.57280 2.10712 -2.16520  -0.98
9 C 3.20235 1.51739 -3.99728  0.24
10 O 3.58053 2.56632 -4.48733  -0.70
11 O 1.20970 -0.56867 -1.90518  -0.92
12 Cl -3.75643 2.45423 1.46216  -0.30
13 C -3.13746 1.00451 2.22058  0.76
14 C -3.60027 0.75505 3.50908  -0.42
15 C -3.22931 -0.33156 4.23798  0.31
16 Cl -3.88132 -0.58333 5.83323  -0.32
17 C -2.35300 -1.24442 3.64156  0.76
18 C -2.05244 -2.50428 4.20708  -0.91
19 C -1.18607 -3.35850 3.57562  -0.77
20 C -0.67984 -2.97971 2.30652  -0.50
21 N -1.00183 -1.84674 1.72614  -0.11
22 C -1.83543 -0.98488 2.37193  0.52
23 C -2.16806 0.22227 1.59231  -1.07
24 O -1.58524 0.51332 0.49074  -0.88
25 H -4.29388 1.47985 3.94974  0.42
26 H -2.49682 -2.80463 5.18217  0.29
27 H -0.92193 -4.32656 3.96684  0.45
28 H 0.01387 -3.62544 1.76475  0.51
29 C 3.43215 2.93219 2.01793  -1.01
30 Si 1.58036 2.83816 1.73698  0.75
31 C 0.96496 2.78738 3.59251  -1.33
32 C 1.17299 4.67950 1.38903  -1.34
33 H 3.68179 3.57575 2.90124  0.28
34 H 3.93248 3.37663 1.15826  0.34
35 H 3.86432 1.92432 2.15892  -0.01
36 H 1.47332 3.54260 4.23071  0.42
37 H 1.16716 1.84418 4.12885  0.30
38 H -0.11837 2.94206 3.62737  0.25
39 H 1.61863 5.41279 2.07342  0.33
40 H 0.07905 4.86742 1.40145  0.29
41 H 1.53723 4.88067 0.36810  0.29
42 C 2.89363 -3.09767 1.00387  -1.23
43 C 2.22435 -2.10075 0.26071  -0.43
44 N 1.69871 -1.00266 0.82788  0.90
45 C 1.86323 -0.85381 2.14421  -0.71
46 C 2.55698 -1.74166 2.94074  0.04
47 C 3.06705 -2.91543 2.34819  -0.08
48 C 2.69724 -1.43456 4.37599  -0.83
49 C 3.74499 -1.57355 5.17925  -0.52
50 C 5.06787 -2.03314 4.73684  0.46
51 C 5.68748 -1.56188 3.56888  -0.19
52 C 7.00051 -1.94401 3.38704  -0.26
53 N 7.68249 -2.72350 4.24273  -0.65
54 C 6.96876 -3.19069 5.25969  -0.04
55 N 5.69563 -2.90170 5.51711  -0.63
56 H 3.22538 -3.98272 0.50057  0.48
57 H 2.12363 -2.14560 -0.81537  0.37
58 H 1.37476 0.05081 2.52082  0.41
59 H 3.60767 -3.65921 2.93518  0.55
60 H 1.79714 -1.10799 4.82376  0.64
61 H 3.65779 -1.29534 6.25766  0.28
62 H 5.25549 -0.89978 2.83775  0.46
63 H 7.55714 -1.58700 2.50540  0.40
64 H 7.44501 -3.81050 6.04189  0.38
65 C -1.45423 1.69085 -6.31626  -1.09
66 C -1.13988 0.25132 -6.11093  -0.54
67 C -1.87575 -0.43467 -4.95892  -0.36
68 C -1.22643 -0.27945 -3.58494  -0.81
69 N -1.41282 1.02467 -2.90966  0.81
70 C -2.68043 1.42513 -2.50283  -0.36
71 S -3.14560 3.03251 -2.50524  -0.34
72 N -3.52111 0.38046 -2.15302  0.15
73 C -4.74657 0.61886 -1.37126  -0.82
74 C -6.02153 0.98662 -2.10435  -0.58
75 C -6.62908 -0.09553 -3.01054  -0.61
76 C -5.94463 -0.26882 -4.35440  -0.86
77 H -1.01829 2.03573 -7.25692  0.41
78 H -1.11191 2.37224 -5.50782  0.22
79 H -2.53385 1.84562 -6.44021  0.26
80 H -0.07104 0.11063 -5.96305  0.26
81 H -1.37530 -0.30999 -7.01592  0.38
82 H -1.82411 -1.48995 -5.14406  0.49
83 H -2.89812 -0.06168 -4.97847  -0.24
84 H -0.16000 -0.42208 -3.67746  0.14
85 H -1.53586 -1.05615 -2.93506  0.43
86 H -0.88927 1.80334 -3.25142  0.19
87 H -2.97916 -0.41159 -1.74015  0.19
88 H -4.55068 1.41802 -0.67168  -0.02
89 H -4.84472 -0.26290 -0.77674  0.71
90 H -5.82399 1.89851 -2.65750  0.24
91 H -6.81353 1.21791 -1.38763  0.38
92 H -7.68362 0.12656 -3.21517  0.37
93 H -6.63448 -1.02645 -2.45524  0.26
94 H -5.83255 0.66081 -4.91520  0.28
95 H -6.50902 -1.01989 -4.91107  0.40
96 H -4.93569 -0.66986 -4.20844  0.09

Forces on atoms 1 to 3 (eV/Å):
Ca 0.3 0.1 -0.1
O 0.0 0.3 0.4
C -0.4 -0.2 0.5